No. 1
DFT (ωB97M-V with the def2-TZVPD basis set) results for a cluster of 2 separate species, C9H18BNO6 in total in a non-equilibrium geometry.

Structure (ORCA input):
```
! RIJCOSX wB97M-V def2-TZVPD def2/J DEFGRID3
* xyz 0 1
C -1.77240 2.96267 -1.30333
N -1.84121 2.17959 -0.06599
C -1.99894 2.88536 1.20934
C -1.88414 0.86498 -0.10620
H -1.65529 4.01220 -1.02774
H -0.92438 2.60964 -1.90087
H -2.69864 2.85778 -1.88972
H -1.81414 3.94593 1.03047
H -3.02124 2.77167 1.60271
H -1.28924 2.47035 1.93369
H -2.10377 0.33079 0.81857
H -1.93463 0.36985 -1.07653
C 1.98484 -0.87081 -3.45802
C 1.33348 -0.28881 -2.22558
O 1.26188 -1.22860 -1.28644
B 0.65574 -0.99071 0.02083
H -0.45131 -0.27966 -0.03623
O 0.39930 -2.31179 0.60178
C -0.73973 -2.93500 0.30183
C -0.85563 -4.22924 1.06243
O -1.60046 -2.52331 -0.46670
O 1.73285 -0.40631 0.82159
C 1.55049 0.26977 1.95105
C 2.89114 0.61189 2.56793
O 0.47134 0.58230 2.43018
O 0.93100 0.86131 -2.12137
H 1.93723 -1.96200 -3.47455
H 1.46454 -0.45666 -4.31913
H 3.03848 -0.58569 -3.54786
H -0.14945 -4.29994 1.89097
H -1.88169 -4.27775 1.42600
H -0.70632 -5.08284 0.39599
H 3.72350 0.56098 1.86186
H 2.80424 1.62163 2.96635
H 3.14258 -0.03958 3.41274
*
```

* molar mass: 247.06 g mol⁻¹
* energy: -24079.1001 eV
* HOMO-LUMO gap: 8.8434 eV
* F_max: 1.78 eV Å⁻¹
* HOMO energy: -9.285 eV
* E_LUMO: -0.441 eV

=====

No. 2
DFT (ωB97M-V with the def2-TZVPD basis set) results for a structure of composition C9H18BrClMgO7.

Structure (ORCA input):
```
! RIJCOSX wB97M-V def2-TZVPD def2/J DEFGRID3
* xyz 0 1
Mg 0.25337 0.00946 -1.14057
Cl 1.53311 0.98949 -2.83652
Br -0.07035 -2.43487 -1.53069
C -3.75980 1.00805 -0.39850
O -3.69106 1.38938 -1.75796
C -2.49056 1.32218 -2.31750
O -1.49488 0.91308 -1.74296
O -2.54138 1.76298 -3.54648
C -1.34874 1.54536 -4.35316
H -2.94875 1.45222 0.17271
H -3.72100 -0.08334 -0.30712
H -4.73678 1.32023 -0.04361
H -1.09187 0.49179 -4.35122
H -0.52502 2.13370 -3.96203
H -1.61314 1.89373 -5.34482
C 0.08587 0.63032 4.09775
O -0.01278 0.82907 2.68506
C -0.52547 -0.08089 1.88402
O -0.51241 0.09008 0.68643
O -1.07539 -1.10986 2.47737
C -1.69964 -2.08236 1.60267
H 0.06174 -0.42076 4.36889
H -0.73592 1.14256 4.59174
H 1.04444 1.04112 4.39977
H -2.33336 -2.68873 2.24335
H -0.94118 -2.70055 1.13294
H -2.29510 -1.57188 0.85303
C 3.50115 -1.75223 0.94532
C 3.16000 -0.52151 0.17244
O 2.00388 -0.20752 -0.01165
C 4.24841 0.33587 -0.39786
H 4.37406 -1.60389 1.58228
H 3.75107 -2.57287 0.26643
H 2.65259 -2.07082 1.54872
H 4.21989 0.22010 -1.48398
H 5.24148 0.02215 -0.07711
H 4.03351 1.35917 -0.10717
*
```

* molar mass: 377.90 g mol⁻¹
* energy: -111972.7605 eV
* HOMO-LUMO gap: 8.5679 eV
* F_max: 0.86 eV Å⁻¹
* HOMO energy: -8.307 eV
* energy above the lowest of the compared OMol25 structures with the same formula, charge and spin: 0.0 kJ/mol
* E_LUMO: 0.261 eV

=====

No. 3
DFT (ωB97M-V with the def2-TZVPD basis set) results for a structure of composition C9H18Cl2LaOS in a non-equilibrium geometry.

Structure (ORCA input):
```
! RIJCOSX wB97M-V def2-TZVPD def2/J DEFGRID3
* xyz -1 1
La 0.47906 1.75912 1.81986
Cl 0.63933 3.67962 0.06673
Cl 1.38379 1.63060 4.24942
C 1.79134 -0.00611 0.71711
H 2.10892 -0.76762 0.01272
H 2.52526 0.08594 1.58488
C -0.74321 -0.45725 -1.51543
C 0.44999 -1.10563 -1.68102
H -1.47721 -0.82033 -0.78348
C 1.54607 -0.56534 -2.54010
H 0.67743 -1.99449 -1.08675
C 1.30486 0.90564 -2.94182
H 2.51199 -0.66294 -2.03622
H 1.59559 -1.16428 -3.46227
C -0.13820 1.11936 -3.38463
H 1.52057 1.55487 -2.08438
H 1.99094 1.17794 -3.75376
C -1.12970 0.78500 -2.24964
H -0.28041 2.15787 -3.71063
H -0.35622 0.47378 -4.24271
H -1.17581 1.64581 -1.56413
H -2.13843 0.67292 -2.67059
C -0.66767 -2.01110 2.36214
S -2.00656 -0.79708 2.43822
C -1.92483 -0.31801 4.18012
O -1.42012 0.46140 1.72729
H -0.97642 -2.86209 2.98801
H 0.28792 -1.58913 2.70947
H -0.56989 -2.33914 1.31718
H -0.92770 0.06745 4.44093
H -2.67915 0.47056 4.30533
H -2.20156 -1.18732 4.78816
*
```

* molar mass: 384.12 g mol⁻¹
* energy: -48413.0124 eV
* HOMO-LUMO gap: 3.4162 eV
* F_max: 3.83 eV Å⁻¹
* HOMO energy: -1.292 eV
* E_LUMO: 2.124 eV

=====

No. 4
DFT (ωB97M-V with the def2-TZVPD basis set) results for a structure of composition C9H18Cl2N3O4PRhSc in a non-equilibrium geometry.

Structure (ORCA input):
```
! RIJCOSX wB97M-V def2-TZVPD def2/J DEFGRID3
* xyz 4 5
Sc 1.29553 -2.72118 -1.93124
Rh 0.22591 -0.42417 0.35522
Cl 2.56871 -1.37611 -0.37894
Cl -0.91254 -2.12430 -0.71706
C -1.39990 0.29908 0.63140
C 1.45343 -1.20190 -3.42121
C -0.29502 -3.08389 -3.52825
O -2.53224 0.59004 0.72064
O 1.40073 -0.46192 -4.31597
O -1.20104 -2.98031 -4.23818
C -1.29482 3.28914 3.05041
N -0.39428 2.66533 2.07841
C -0.22946 3.44060 0.83733
P 0.88485 1.71344 2.53093
O 1.46673 0.92341 1.37644
N 2.18472 2.62511 2.99588
C 3.55074 2.18410 2.72358
C 2.07930 3.70174 3.97066
N 0.35372 0.88940 3.86412
C 1.35946 0.20961 4.69145
C -0.99488 0.35446 4.01368
H -1.74731 4.16100 2.56762
H -0.77638 3.62534 3.95946
H -2.10929 2.60596 3.32832
H 0.42378 4.31186 0.99368
H 0.18716 2.81660 0.03968
H -1.22010 3.79211 0.52984
H 4.16522 3.06807 2.50833
H 3.98540 1.67273 3.59870
H 3.57213 1.50658 1.86245
H 3.05209 4.20437 4.02507
H 1.33059 4.44802 3.66151
H 1.82573 3.33542 4.97573
H 1.81695 0.91195 5.40640
H 0.85800 -0.58096 5.25773
H 2.15444 -0.25056 4.08466
H -1.53752 0.89948 4.80308
H -1.57633 0.39906 3.08881
H -0.92174 -0.69787 4.32163
*
```

* molar mass: 482.00 g mol⁻¹
* energy: -80282.2123 eV
* HOMO-LUMO gap (alpha / beta): 5.2536 / 5.1107 eV
* F_max: 7.57 eV Å⁻¹
* HOMO energy (alpha / beta): -19.526 / -23.279 eV
* <S²>: 6.015
* E_LUMO (alpha / beta): -14.272 / -18.169 eV

=====

No. 5
DFT (ωB97M-V with the def2-TZVPD basis set) results for a structure of composition C9H18Cl2OPdS in a non-equilibrium geometry.

Structure (ORCA input):
```
! RIJCOSX wB97M-V def2-TZVPD def2/J DEFGRID3
* xyz 0 5
Pd 0.12496 -0.98210 -1.11926
Cl 0.23545 2.32358 -0.88228
Cl -1.21854 -1.87504 0.65601
C 1.43203 -1.18573 -2.41563
H 2.00988 -2.10835 -2.29602
H 1.29701 -0.75735 -3.40269
C 1.17717 0.85051 -0.26397
C 1.87854 -0.00403 -1.31277
H 0.49200 0.49919 0.54936
C 2.56315 1.03247 -2.23539
H 2.67038 -0.55320 -0.79075
C 3.72461 1.72250 -1.48577
H 2.92101 0.63098 -3.19159
H 1.82129 1.80710 -2.46352
C 3.28234 2.24340 -0.13309
H 4.55920 1.01499 -1.34772
H 4.14392 2.53991 -2.09216
C 2.38379 1.27044 0.60308
H 4.15627 2.43510 0.48790
H 2.73222 3.17166 -0.32520
H 2.93977 0.37104 0.86123
H 2.08596 1.66749 1.56495
C -3.85186 -0.74891 2.18121
S -2.62840 0.28784 1.38897
C -3.12301 0.31284 -0.31333
O -2.50471 1.63334 1.98617
H -4.15484 -1.54280 1.48831
H -4.67285 -0.06725 2.42334
H -3.39395 -1.18029 3.08120
H -4.18050 0.03400 -0.33926
H -2.92950 1.32171 -0.68665
H -2.53838 -0.42430 -0.87951
*
```

* molar mass: 351.64 g mol⁻¹
* energy: -51022.5572 eV
* HOMO-LUMO gap (alpha / beta): 3.5868 / 7.5589 eV
* F_max: 5.83 eV Å⁻¹
* HOMO energy (alpha / beta): -2.927 / -9.567 eV
* <S²>: 6.013
* energy above the lowest of the compared OMol25 structures with the same formula, charge and spin: 222.9 kJ/mol
* E_LUMO (alpha / beta): 0.660 / -2.008 eV

=====

No. 6
DFT (ωB97M-V with the def2-TZVPD basis set) results for the ion C9H18N2 with charge +2 in a non-equilibrium geometry.

Structure (ORCA input):
```
! RIJCOSX wB97M-V def2-TZVPD def2/J DEFGRID3
* xyz 2 1
C -1.11826 0.10637 -0.80584
C -0.17059 1.04197 -0.62686
C 0.89139 -1.87188 0.18176
C 1.75315 -0.60077 -0.18360
C 0.10756 -0.00130 1.42981
C -0.42342 -1.23338 0.66583
C 0.93858 0.56984 0.34693
C -2.48032 -0.10563 -1.47581
C -0.00030 2.30487 -1.43114
N -1.35670 -2.20379 1.27695
N 1.78462 1.75231 0.84400
H 0.81077 -2.67433 -0.66803
H 1.33747 -2.53776 0.91173
H 2.67492 -0.51895 0.42333
H 2.18564 -0.52169 -1.20395
H -0.76809 0.47792 1.68114
H 0.70976 -0.17167 2.29530
H -3.22110 0.45902 -1.00410
H -2.78065 -1.09165 -1.66236
H -2.26454 0.12813 -2.49921
H 0.13259 3.11683 -0.66480
H -0.85142 2.34352 -1.96694
H 0.83789 2.42145 -2.01058
H -2.03736 -1.73512 1.85094
H -0.66220 -2.75759 1.83960
H -1.90404 -2.72282 0.62085
H 1.30942 2.31456 1.60915
H 2.16114 2.13180 -0.04446
H 2.62394 1.27778 1.34281
*
```

* molar mass: 154.26 g mol⁻¹
* energy: -12585.0764 eV
* HOMO-LUMO gap: 10.1292 eV
* F_max: 4.76 eV Å⁻¹
* HOMO energy: -16.590 eV
* energy above the lowest of the compared OMol25 structures with the same formula, charge and spin: 202.5 kJ/mol
* E_LUMO: -6.460 eV

=====

No. 7
DFT (ωB97M-V with the def2-TZVPD basis set) results for an isolated molecule of C9H18N2O3 in a non-equilibrium geometry.

Structure (ORCA input):
```
! RIJCOSX wB97M-V def2-TZVPD def2/J DEFGRID3
* xyz 0 1
C 2.63281 -0.21145 -0.56300
C 1.59432 -0.63850 0.38032
C 3.99718 -0.06485 0.05226
C -0.93254 -0.59771 0.48071
C -1.98809 -1.59093 -0.15585
C -1.47281 0.81919 0.71119
C -0.46468 1.61361 1.55964
C -1.67982 1.50310 -0.62175
C -1.93134 2.96672 -0.58042
H 1.83184 1.68919 -0.67838
H 2.52684 1.33221 -1.96989
H 2.72047 -1.04004 -1.26979
H 4.02037 0.88017 0.59956
H 4.83271 0.11839 -0.73296
H 4.27539 -1.01517 0.56810
H 0.66597 0.03459 -1.04699
H -0.62520 -1.15361 1.39968
H -2.38814 0.69106 1.30728
H -0.14588 1.11414 2.52922
H -0.89461 2.54793 1.76057
H 0.38317 1.53574 1.00553
H -2.61610 0.94826 -1.08622
H -0.87055 1.38370 -1.33299
H -2.61077 3.32760 -1.34068
H -2.15365 3.37350 0.40626
H -0.90235 3.42468 -0.79235
H -0.59461 -1.85982 -1.05059
N 1.98292 0.83523 -1.29623
N 0.42068 -0.73122 -0.35596
O 1.73852 -0.91946 1.57918
O -3.09926 -1.89149 0.31887
O -1.49054 -2.29601 -1.18412
*
```

* molar mass: 202.25 g mol⁻¹
* energy: -18746.3042 eV
* SMILES: CC[C@H](C)[C@H](NC(=O)[C@H](C)N)C(=O)O
* HOMO-LUMO gap: 10.1133 eV
* F_max: 4.28 eV Å⁻¹
* HOMO energy: -9.826 eV
* energy above the lowest of the compared OMol25 structures with the same formula, charge and spin: 261.7 kJ/mol
* E_LUMO: 0.287 eV

=====

No. 8
DFT (ωB97M-V with the def2-TZVPD basis set) results for a cluster of 2 separate species, C9H18N2OSi in total in a non-equilibrium geometry.

Structure (ORCA input):
```
! RIJCOSX wB97M-V def2-TZVPD def2/J DEFGRID3
* xyz 0 1
C -3.38927 0.55299 -0.60822
C -2.37892 -0.37164 -0.61135
C -1.67003 1.48078 0.34921
C 0.82753 3.97322 1.64140
C -0.36419 -3.33660 0.35402
C 1.01649 -2.30136 -2.21713
C 2.49541 -1.90256 0.55350
C 1.30826 3.68844 0.16202
C -0.08476 -0.37738 0.20020
N -3.02362 1.62607 0.00609
N -1.25756 0.08763 -0.06176
O 0.96803 2.72523 -0.49433
Si 0.76527 -1.96902 -0.26921
H -4.28854 0.39450 -1.17861
H -2.55319 -1.28427 -1.10680
H -1.60726 1.57080 1.37966
H 1.66663 4.09668 2.36138
H 0.08872 4.74777 1.67815
H 0.26398 3.10412 2.04869
H -1.42287 -3.49991 -0.18931
H 0.06698 -4.34892 0.31961
H -0.56051 -3.20904 1.38086
H 2.05700 -2.28448 -2.59527
H 0.58476 -3.29350 -2.71228
H 0.60244 -1.49563 -2.91727
H 2.44804 -1.77832 1.65926
H 3.04724 -2.77438 0.23799
H 3.01560 -0.95210 0.26139
H -1.07475 2.09023 -0.33934
H 1.92205 4.55846 -0.01942
H 0.53105 0.48218 0.72685
*
```

* molar mass: 198.34 g mol⁻¹
* energy: -22526.8031 eV
* HOMO-LUMO gap (alpha / beta): 7.2830 / 7.2835 eV
* F_max: 3.73 eV Å⁻¹
* HOMO energy (alpha / beta): -6.686 / -6.686 eV
* energy above the lowest of the compared OMol25 structures with the same formula, charge and spin: 208.5 kJ/mol
* E_LUMO (alpha / beta): 0.597 / 0.597 eV